Formula: C5H9IN
Source: the OMol25 dataset
Level of theory: ωB97M-V with the def2-TZVPD basis set

Each line ends with the natural charge from an NBO analysis.
Positions of all 16 atoms, in Å:
1 C 0.79746 1.03284 -0.73073  -0.224
2 C 0.98856 -0.07724 1.15898  -0.226
3 C 0.04766 0.79599 0.50292  0.124
4 C -1.44611 1.07826 0.91574  -0.617
5 C -0.02290 -2.02005 -1.01010  -0.318
6 N 0.62976 -0.35802 -0.16111  -0.274
7 I -0.29763 -1.46263 -2.97921  0.334
8 H 0.23457 1.48747 -1.63971  0.263
9 H 1.87854 1.36426 -0.83717  0.239
10 H 2.07055 0.16593 1.29744  0.222
11 H 0.59291 -0.77999 1.91708  0.240
12 H -2.03916 0.29160 0.58042  0.230
13 H -1.81696 2.04511 0.31677  0.254
14 H -1.53647 1.20128 1.97810  0.253
15 H 0.93764 -2.39086 -0.65066  0.246
16 H -1.01841 -2.37395 -0.65874  0.253

Properties
LUMO: -4.6 eV
Total charge: +1
Strongest force on any atom: 0.1072 Eh/bohr
Relative energy (zero: lowest compared OMol25 entry of this formula, charge and spin): 391.1 kJ/mol
E: -547.94041 a.u.
Orbital gap: 9.5 eV

---

Formula: C4H36N2O14
Source: the OMol25 dataset
Level of theory: ωB97M-V with the def2-TZVPD basis set

Each line ends with the natural charge from an NBO analysis.
Positions of all 56 atoms, in Å:
1 C -0.59024 2.07219 2.22835  -0.238
2 C -0.28769 0.50519 1.88259  -0.411
3 C -1.45794 -0.20451 0.98665  -0.531
4 C -0.57549 -1.09799 -0.06081  0.713
5 N 0.00244 -0.49461 -1.13993  -0.925
6 O -0.45699 -2.25902 0.28932  -0.664
7 N -1.04496 2.75101 1.02963  -0.908
8 H -1.03411 2.16928 3.25868  0.198
9 H 0.42070 2.59297 2.59041  0.184
10 H -0.23462 -0.05237 2.82402  0.228
11 H 0.57963 0.47235 1.29948  0.187
12 H -2.01852 0.60450 0.50547  0.192
13 H -1.99503 -0.99601 1.60569  0.292
14 H 0.77963 -0.91505 -1.70958  0.446
15 H -0.08541 0.48962 -1.30652  0.415
16 H -1.29474 3.72398 1.07861  0.392
17 H -1.85304 2.24096 0.66447  0.395
18 H -2.22404 -2.04827 -2.53970  0.487
19 H -3.14638 -2.98469 -1.66130  0.487
20 O -2.77106 -2.11612 -1.74973  -0.963
21 H 1.71054 -0.26124 -0.29632  0.480
22 H 2.42017 -1.37840 0.32824  0.508
23 O 2.38289 -0.40228 0.39158  -1.006
24 H -4.00715 1.74575 -0.08378  0.502
25 H -4.81554 2.47812 1.04457  0.478
26 O -4.04962 2.51338 0.48675  -0.987
27 H -4.25852 -0.76437 0.40685  0.498
28 H -3.61656 -0.33385 -1.03864  0.512
29 O -4.23308 -0.10875 -0.27254  -0.995
30 H -2.93870 -2.73447 2.94172  0.489
31 H -2.66933 -3.00828 1.40380  0.498
32 O -3.09447 -2.40829 2.05835  -0.960
33 H 0.68571 -1.83011 2.48202  0.484
34 H 0.68279 -3.43263 2.66497  0.482
35 O 0.72407 -2.57217 3.11482  -0.965
36 H 3.70476 0.22861 1.82048  0.483
37 H 3.34881 1.55256 2.04166  0.459
38 O 4.12040 0.98848 2.29055  -0.945
39 H -0.39236 3.09150 -2.10296  0.492
40 H -0.64820 2.27814 -0.79691  0.495
41 O -0.63044 2.22554 -1.76899  -1.001
42 H 4.23115 1.44342 -1.46170  0.477
43 H 2.80786 1.65646 -1.04443  0.501
44 O 3.31811 1.25065 -1.73807  -0.976
45 H -0.40158 0.10132 -4.54948  0.470
46 H -0.15926 0.81307 -3.31599  0.485
47 O 0.32844 0.67477 -4.14184  -0.939
48 H 3.00621 -0.33965 -2.59396  0.502
49 H 1.82497 -0.25511 -3.50463  0.495
50 O 2.33803 -0.93656 -2.97209  -1.004
51 H 4.07744 -3.38383 -0.64318  0.479
52 H 4.37122 -2.73498 0.65138  0.474
53 O 3.62618 -2.98055 0.09552  -0.943
54 H 0.92005 3.20531 0.05699  0.493
55 H 1.25850 1.77601 0.52063  0.484
56 O 1.61446 2.53890 -0.00754  -0.972

Properties
LUMO: 0.0 eV
Strongest force on any atom: 0.0748 Eh/bohr
Relative energy (zero: lowest compared OMol25 entry of this formula, charge and spin): 418.2 kJ/mol
E: -1336.83260 a.u.
Orbital gap: 9.7 eV

---

Formula: H16O7S
Source: the OMol25 dataset
Level of theory: ωB97M-V with the def2-TZVPD basis set

Each line ends with the Löwdin spin population.
Positions of all 24 atoms, in Å:
1 S 1.20692 2.10658 -3.15952  0.118
2 H -0.13265 2.07276 -3.23182  0.021
3 H 1.26053 0.77314 -2.81814  0.010
4 H -0.23428 -1.78385 -1.44871  0.010
5 H 0.93419 -0.90896 -1.12649  0.015
6 O 0.35279 -1.12908 -1.86308  0.034
7 H -2.35559 -2.40650 -0.38343  0.016
8 H -1.51520 -2.24415 0.78099  0.010
9 O -1.50948 -1.94210 -0.14654  0.045
10 H 0.33667 2.49478 1.00248  0.079
11 H -0.62914 1.48577 0.48379  0.027
12 O 0.08100 1.56655 1.18738  0.180
13 H -1.16808 0.49249 3.82584  0.031
14 H -0.07692 0.53614 2.78466  0.020
15 O -0.39400 -0.02428 3.52729  0.074
16 H 0.28710 -2.19745 1.84129  0.014
17 H -0.35971 -1.64686 2.98588  0.012
18 O -0.55865 -2.36354 2.30343  0.031
19 H -1.86339 0.88641 -1.40742  0.024
20 H -1.60839 -0.23674 -0.22964  0.017
21 O -1.84973 0.69662 -0.45757  0.083
22 H 1.02826 0.18484 1.24531  0.020
23 H 2.49960 -0.26306 0.96602  0.029
24 O 1.59197 -0.56857 0.89164  0.081

Properties
LUMO (spin up / spin down): 3.1 / 3.1 eV
Multiplicity: 2
Total charge: -1
Strongest force on any atom: 0.0553 Eh/bohr
Relative energy (zero: lowest compared OMol25 entry of this formula, charge and spin): 0.0 kJ/mol
E: -934.44374 a.u.
Orbital gap (spin up / spin down): 2.5 / 9.6 eV

---

Formula: C12H19O7PV
Source: the OMol25 dataset
Level of theory: ωB97M-V with the def2-TZVPD basis set

Each line ends with the Löwdin spin population.
Positions of all 40 atoms, in Å:
1 V -0.20914 0.04743 -1.05175  2.446
2 O -0.49582 3.05748 -2.13800  0.069
3 C -0.38041 1.89635 -2.02027  0.055
4 C -0.18601 -2.06759 -1.94619  0.017
5 O -0.18147 -3.22662 -1.85957  0.024
6 C 1.74814 -0.09488 -1.20682  0.057
7 O 2.86904 -0.10519 -1.03182  0.060
8 C -2.18514 -0.26499 -1.15504  0.051
9 O -3.26471 -0.43828 -0.98172  0.043
10 C -0.13497 0.53323 -5.82138  0.003
11 H -1.02394 1.06784 -5.50232  0.000
12 H 0.73946 1.03147 -5.43366  0.000
13 C -0.15727 -0.76121 -5.79673  0.003
14 H 0.70567 -1.27304 -5.40303  0.000
15 H -1.05678 -1.24009 -5.43872  0.000
16 C -0.40873 3.35491 1.37257  0.005
17 C 0.81773 2.59413 0.96206  0.003
18 O 0.54262 1.20846 0.58378  0.009
19 P -0.93989 0.54031 1.20793  0.084
20 O -0.61064 0.53139 2.71055  0.025
21 C 0.46029 -0.20798 3.42724  0.005
22 C 1.86963 0.01825 2.97183  0.000
23 O -0.41562 -1.08558 0.75544  0.031
24 C -1.31907 -2.14767 1.26021  0.005
25 C -0.40260 -3.32199 1.45485  0.002
26 H -1.16153 3.37990 0.58336  0.000
27 H -0.08929 4.37617 1.55771  0.001
28 H -0.84205 2.95447 2.29029  0.001
29 H 1.32363 3.04275 0.09794  0.000
30 H 1.54411 2.49905 1.77224  -0.001
31 H 0.33161 0.16618 4.44590  0.001
32 H 0.19544 -1.27026 3.41300  0.000
33 H 2.19256 1.04442 3.15629  0.000
34 H 2.51364 -0.63366 3.57365  0.000
35 H 2.03604 -0.24718 1.92195  0.000
36 H -1.74303 -1.79712 2.20911  0.000
37 H -2.13230 -2.33165 0.54890  0.000
38 H 0.51949 -2.99865 1.93338  0.000
39 H -0.90662 -4.05238 2.07210  0.000
40 H -0.16206 -3.77818 0.50473  0.000

Properties
LUMO (spin up / spin down): -8.0 / -9.7 eV
Multiplicity: 4
Total charge: +2
Strongest force on any atom: 0.1335 Eh/bohr
E: -2280.00087 a.u.
Orbital gap (spin up / spin down): 7.5 / 5.8 eV

---

Formula: C4H7NO2
Source: the OMol25 dataset
Level of theory: ωB97M-V with the def2-TZVPD basis set

Each line ends with the natural charge from an NBO analysis.
Positions of all 14 atoms, in Å:
1 O -2.10501 -0.69531 -0.34539  -0.689
2 C -1.08231 0.19892 -0.05357  -0.080
3 C -0.32218 -0.00577 1.25043  -0.067
4 N 0.89852 0.54188 1.01471  -0.596
5 C 1.32230 0.58433 -0.37983  -0.344
6 C 0.03931 0.16227 -1.08284  0.573
7 O -0.08000 -0.26565 -2.20701  -0.529
8 H -1.94198 -1.00256 -1.25288  0.489
9 H -1.46962 1.23327 -0.00523  0.207
10 H -0.43018 -1.17859 1.67799  0.186
11 H -0.16421 -1.68447 0.93779  0.006
12 H 1.56841 0.66674 1.75747  0.400
13 H 2.12123 -0.13496 -0.60368  0.221
14 H 1.64573 1.57989 -0.70798  0.224

Properties
LUMO: 0.7 eV
Strongest force on any atom: 0.0118 Eh/bohr
Relative energy (zero: lowest compared OMol25 entry of this formula, charge and spin): 474.4 kJ/mol
E: -361.70017 a.u.
Orbital gap: 9.1 eV

---

Formula: C22H30ClN3O2
Source: the OMol25 dataset
Level of theory: ωB97M-V with the def2-TZVPD basis set

Each line ends with the natural charge from an NBO analysis.
Positions of all 58 atoms, in Å:
1 C 5.58572 1.64663 4.37507  -0.598
2 C 4.68243 2.02201 3.19792  -0.028
3 C 3.53670 2.90074 3.70507  -0.617
4 C 5.49099 2.77518 2.14158  -0.503
5 C 4.68354 3.09215 0.89167  0.546
6 O 4.90349 4.09758 0.23622  -0.585
7 C 3.69188 2.11721 0.52930  -0.456
8 C 3.41861 1.01042 1.26551  0.321
9 N 2.53018 0.09063 0.82255  -0.599
10 C 2.02787 -1.05449 1.53321  -0.217
11 C 1.22847 -1.91242 0.54616  -0.215
12 N 0.28705 -1.09327 -0.19770  -0.464
13 C -0.11154 -1.68523 -1.46167  -0.223
14 C -0.93747 -0.66914 -2.25823  -0.217
15 N -2.09815 -0.28262 -1.49548  -0.444
16 C -3.39724 -0.58029 -1.74724  0.692
17 O -4.27637 -0.30983 -0.95581  -0.619
18 C -3.68623 -1.23854 -3.09906  -0.547
19 C -5.16457 -1.44200 -3.26689  0.087
20 C -5.73675 -2.69562 -3.10416  -0.222
21 C -7.10241 -2.87559 -3.23158  -0.230
22 C -7.90452 -1.78421 -3.51789  -0.030
23 Cl -9.61269 -1.99962 -3.68205  0.001
24 C -7.35502 -0.52231 -3.67531  -0.227
25 C -5.98852 -0.35965 -3.54873  -0.206
26 C -1.73084 0.27238 -0.20901  -0.233
27 C -0.89364 -0.73648 0.57402  -0.234
28 C 4.12064 0.74178 2.56247  -0.459
29 H 6.42052 1.03236 4.04355  0.206
30 H 5.02680 1.09071 5.12548  0.205
31 H 5.98726 2.54205 4.84312  0.214
32 H 3.93015 3.81405 4.14453  0.215
33 H 2.95903 2.37727 4.46489  0.203
34 H 2.87227 3.17529 2.88977  0.222
35 H 5.88762 3.70830 2.54488  0.231
36 H 6.34214 2.16409 1.82523  0.223
37 H 3.15261 2.29838 -0.39008  0.213
38 H 1.98142 0.32540 0.00596  0.412
39 H 1.38978 -0.75420 2.37743  0.179
40 H 2.85423 -1.65108 1.93173  0.206
41 H 0.73446 -2.73480 1.08802  0.183
42 H 1.92759 -2.34857 -0.17140  0.205
43 H 0.78496 -1.94511 -2.02915  0.208
44 H -0.71022 -2.60168 -1.31234  0.167
45 H -1.21494 -1.09048 -3.22154  0.218
46 H -0.32468 0.22392 -2.42893  0.201
47 H -3.16940 -2.19897 -3.14771  0.227
48 H -3.30662 -0.58770 -3.89010  0.233
49 H -5.11239 -3.54697 -2.87382  0.209
50 H -7.54228 -3.85256 -3.10588  0.226
51 H -7.99143 0.32139 -3.89135  0.227
52 H -5.55750 0.62369 -3.66250  0.214
53 H -2.64857 0.51042 0.32963  0.255
54 H -1.14956 1.18599 -0.37032  0.196
55 H -0.58330 -0.28519 1.51651  0.209
56 H -1.50916 -1.62553 0.79690  0.176
57 H 3.43563 0.26197 3.26477  0.216
58 H 4.94198 0.04218 2.37278  0.229

Properties
LUMO: 0.4 eV
Strongest force on any atom: 0.0088 Eh/bohr
Relative energy (zero: lowest compared OMol25 entry of this formula, charge and spin): 8.7 kJ/mol
E: -1631.28870 a.u.
SMILES: CC1(C)CC(=O)C=C(NCCN2CCN(C(=O)Cc3ccc(Cl)cc3)CC2)C1
Orbital gap: 8.5 eV

---

Formula: C16H40IO2P2Si2Zr
Source: the OMol25 dataset
Level of theory: ωB97M-V with the def2-TZVPD basis set

Each line ends with the natural charge from an NBO analysis.
Positions of all 64 atoms, in Å:
1 C -0.17348 1.39831 -5.13176  -0.852
2 C -0.14383 2.42680 -4.16712  0.976
3 H -0.14163 1.81323 -6.16007  0.391
4 H -1.08125 0.77987 -4.97100  0.355
5 H 0.67523 0.70471 -4.94982  0.357
6 O -0.09868 3.39522 -3.53668  -0.226
7 I 0.36223 -2.06731 -2.79891  -0.028
8 Zr 0.01830 -0.09834 -0.98069  1.167
9 P 2.51571 0.70298 -1.08826  0.858
10 C 3.10925 2.14452 -0.15776  -0.938
11 C 3.72315 -0.59095 -0.63178  -0.912
12 H 4.72004 -0.25806 -0.94905  0.281
13 H 4.10306 1.08381 -2.82642  0.295
14 H 3.44716 -1.51347 -1.15756  0.265
15 H 2.61551 0.34545 -3.50275  0.252
16 H 2.83097 2.06529 0.89699  0.274
17 H 3.70875 -0.76795 0.45293  0.281
18 C 3.00700 1.09051 -2.79850  -0.930
19 H 4.19973 2.19886 -0.24518  0.288
20 H 2.64363 2.08752 -3.07041  0.232
21 H 2.65883 3.05295 -0.57145  0.248
22 P -2.54883 0.60843 -1.09540  0.844
23 C -3.03921 2.00830 -0.01822  -0.916
24 C -3.15082 1.13386 -2.72865  -0.931
25 H -3.61887 -1.56478 -1.10381  0.267
26 H -4.81807 -0.23356 -0.98691  0.281
27 H -3.87864 -0.72715 0.46248  0.273
28 C -3.84561 -0.59924 -0.62997  -0.906
29 H -2.91129 0.36771 -3.47644  0.249
30 H -4.24044 1.26042 -2.67549  0.294
31 H -4.07173 2.30317 -0.26007  0.284
32 H -2.37062 2.85710 -0.18174  0.239
33 H -2.69463 2.08669 -3.01071  0.222
34 H -2.98752 1.69809 1.03235  0.269
35 C 0.04316 2.18235 -0.97479  0.475
36 O 0.02811 3.35022 -0.85637  -0.370
37 C 2.17937 0.15028 2.80445  -1.129
38 Si 0.34324 0.29563 2.45654  1.646
39 C -0.42339 -0.11883 4.13792  -1.088
40 C -0.16764 2.08841 2.25983  -1.122
41 C -0.32547 -0.82704 1.06872  -1.641
42 Si -0.24370 -2.69198 1.47331  1.649
43 C -1.75199 -3.05706 2.56927  -1.102
44 C -0.43187 -3.91743 0.05414  -1.112
45 C 1.31224 -3.19347 2.40297  -1.117
46 H 2.35465 0.55882 3.81328  0.287
47 H 2.80718 0.70619 2.10383  0.205
48 H 2.50888 -0.89368 2.81371  0.263
49 H -0.12431 0.68987 4.83248  0.268
50 H -1.51857 -0.14654 4.10907  0.246
51 H -0.04242 -1.06086 4.54166  0.255
52 H 0.39407 2.62259 1.48771  0.201
53 H -1.23622 2.17215 2.02481  0.231
54 H 0.00596 2.60220 3.21909  0.294
55 H -1.42790 -0.68550 1.19661  0.307
56 H -2.68541 -2.84653 2.02814  0.228
57 H -1.74409 -4.12846 2.81667  0.272
58 H -1.76244 -2.48710 3.51007  0.252
59 H 0.47828 -4.11392 -0.51638  0.240
60 H -0.73794 -4.86378 0.52718  0.282
61 H -1.21615 -3.61780 -0.64404  0.221
62 H 2.21825 -2.80164 1.92865  0.226
63 H 1.27698 -2.86955 3.44982  0.256
64 H 1.36576 -4.29054 2.37946  0.277

Properties
LUMO: -12.0 eV
Total charge: +3
Strongest force on any atom: 0.1376 Eh/bohr
E: -2389.59357 a.u.
Orbital gap: 5.5 eV

---

Formula: C16H16ClN3O2
Source: the OMol25 dataset
Level of theory: ωB97M-V with the def2-TZVPD basis set

Each line ends with the natural charge from an NBO analysis.
Positions of all 38 atoms, in Å:
1 O 1.73257 -1.96080 -2.37984  -0.590
2 C 0.76531 -1.57687 -1.75358  0.666
3 N 0.64289 -0.26949 -1.39238  -0.615
4 C -0.46554 0.40383 -0.85475  0.089
5 C -1.73818 0.11314 -1.32370  -0.229
6 C -2.83412 0.81515 -0.85463  -0.047
7 Cl -4.40922 0.41759 -1.44105  0.006
8 C -2.66439 1.84523 0.05261  -0.223
9 C -1.39607 2.14713 0.50970  -0.256
10 C -0.27090 1.42732 0.09897  0.224
11 N 1.00582 1.74068 0.54140  -0.466
12 C 1.22553 3.00845 1.21319  -0.246
13 C 2.71754 3.16393 1.48638  -0.072
14 O 3.18835 2.20127 2.40913  -0.527
15 C 2.45859 0.99201 2.36955  -0.079
16 C 1.92156 0.68884 0.97093  -0.241
17 C -0.30295 -2.50775 -1.29289  -0.199
18 C -0.78045 -3.48911 -2.15735  -0.125
19 C -1.74032 -4.37514 -1.70047  -0.258
20 C -2.17363 -4.25433 -0.38810  0.048
21 N -1.69573 -3.35234 0.45271  -0.414
22 C -0.78610 -2.50566 0.01491  0.068
23 H 1.44077 0.30906 -1.62479  0.416
24 H -1.86877 -0.64711 -2.07693  0.234
25 H -3.51517 2.40706 0.40260  0.229
26 H -1.29005 2.95091 1.21864  0.219
27 H 0.88255 3.81504 0.55988  0.216
28 H 0.68896 3.07967 2.17115  0.179
29 H 2.92580 4.14218 1.92672  0.199
30 H 3.27324 3.08167 0.54078  0.169
31 H 1.62285 1.03138 3.08477  0.166
32 H 3.14676 0.20516 2.68775  0.202
33 H 2.77345 0.61693 0.28271  0.193
34 H 1.41088 -0.27442 0.99317  0.217
35 H -0.40003 -3.53821 -3.16721  0.233
36 H -2.14115 -5.14137 -2.34524  0.224
37 H -2.93049 -4.91270 0.01690  0.196
38 H -0.42018 -1.79830 0.74836  0.192

Properties
LUMO: 0.5 eV
Strongest force on any atom: 0.0110 Eh/bohr
Relative energy (zero: lowest compared OMol25 entry of this formula, charge and spin): 177.2 kJ/mol
E: -1394.24034 a.u.
SMILES: O=C(Nc1cc(Cl)ccc1N1CCOCC1)c1cccnc1
Orbital gap: 8.6 eV